# 1
104
Properties=species:S:1:pos:R:3:forces:R:3 method="wB97M-V/def2-TZVPD" e_tot_ha=-1850.14042 e_above_lowest_kj_mol=378.20 e_homo_ev=-8.87
C -0.22437 1.37302 -6.18969 0.175 0.849 0.179
C 0.53415 1.35142 -4.86908 -1.182 0.912 -0.327
C 0.59727 2.80978 -4.26023 -0.114 -1.326 -0.683
O 1.07103 3.84323 -5.14464 -0.074 -1.267 0.410
C 1.19686 5.02109 -4.40129 -0.393 0.483 0.422
N -0.25427 0.54415 -3.91538 0.807 -0.305 0.658
H -1.16779 1.85648 -5.93609 -0.327 -0.064 -0.338
H -0.42132 0.37285 -6.57564 0.160 0.075 -0.078
H 0.27595 2.02240 -6.90809 -0.008 -0.227 -0.272
H 1.53055 0.94267 -5.03706 0.015 -0.120 0.468
H 1.15211 2.71766 -3.32653 0.437 0.370 -0.001
H -0.43077 3.02385 -3.96797 -0.291 0.289 0.007
H 0.27355 5.20345 -3.85141 -0.228 0.052 0.258
H 1.32671 5.90800 -5.02146 0.306 -0.349 -0.349
H 1.99798 4.94341 -3.66625 0.232 0.082 0.021
H -1.23611 0.77913 -3.88544 -0.095 0.723 -0.155
H -0.29556 -0.42786 -4.18668 0.520 -0.226 -0.113
C -1.86920 -6.52661 -2.97986 0.134 0.149 0.392
C -2.11423 -5.16314 -3.61546 0.202 -0.839 0.947
C -3.08935 -4.39911 -2.71830 -0.338 0.863 -1.279
O -4.39642 -4.96709 -2.71730 0.713 0.367 -0.472
C -5.35389 -4.03835 -2.24737 -0.024 -0.959 0.826
N -0.87119 -4.38477 -3.70817 -0.147 0.288 -0.157
H -1.45067 -6.29277 -2.00097 -0.008 -0.223 0.301
H -1.10976 -7.13306 -3.47339 -0.228 -0.053 -0.333
H -2.80043 -7.07128 -2.82416 0.081 -0.153 -0.142
H -2.57459 -5.27757 -4.59683 0.093 0.206 -0.101
H -3.13593 -3.41722 -3.18928 -0.199 0.405 0.019
H -2.71801 -4.20686 -1.71169 0.174 -0.444 0.333
H -5.16574 -3.90016 -1.18267 -0.152 0.295 0.288
H -6.31498 -4.54313 -2.34547 -0.068 0.283 -0.117
H -5.35608 -3.05266 -2.71268 0.174 -0.096 -0.448
H -0.14073 -4.89833 -4.18017 -0.167 -0.235 -0.508
H -0.46031 -4.28203 -2.79126 -0.205 0.199 0.472
C 4.82706 -2.45396 -0.19842 0.021 -1.264 0.713
C 4.37964 -3.86767 0.24449 0.574 -0.020 -0.547
C 4.78135 -4.36593 1.63632 -0.628 0.758 -0.021
O 6.13653 -4.28407 1.86375 1.088 -0.244 0.630
C 6.46872 -4.64551 3.19135 1.523 0.634 -0.025
N 2.95183 -3.96489 0.11755 -1.047 0.065 -0.113
H 5.89799 -2.53956 -0.38244 0.096 0.686 0.486
H 4.49940 -1.77463 0.58850 0.494 0.505 -0.164
H 4.38259 -2.18888 -1.15775 -0.292 -0.115 0.135
H 4.87163 -4.50473 -0.49049 -0.133 -0.551 -0.020
H 4.43861 -5.38500 1.81558 -0.223 -0.420 -0.405
H 4.27136 -3.78193 2.40245 -0.389 0.476 0.111
H 6.09515 -3.97461 3.96494 -0.868 0.085 -0.140
H 7.53927 -4.46239 3.28363 0.194 -0.304 -0.213
H 6.29994 -5.68529 3.47143 -0.423 -0.127 -0.293
H 2.53218 -3.06831 0.31792 -0.075 0.276 -0.135
H 2.53680 -4.57189 0.80994 0.007 -0.451 -0.003
C 3.02313 3.51887 2.24363 0.408 -0.367 -0.364
C 3.86627 4.71823 2.71326 -2.237 0.048 0.407
C 4.72487 5.38363 1.67286 1.800 -0.622 -0.502
O 5.71067 6.23858 2.27369 0.671 0.436 0.041
C 6.89580 6.56696 1.48622 -1.259 -1.014 -0.170
N 2.85995 5.68586 3.17427 0.405 0.318 0.831
H 2.36960 3.14122 3.03001 0.316 0.185 0.381
H 3.63265 2.67995 1.90777 0.059 0.004 -0.084
H 2.31197 3.76024 1.45362 0.252 0.303 -0.355
H 4.40379 4.39208 3.60366 0.558 0.129 -0.231
H 4.09495 5.93733 0.97664 -0.090 0.104 -0.122
H 5.27354 4.62030 1.12117 0.051 -0.232 -0.343
H 6.62918 7.13451 0.59465 -0.060 0.520 0.175
H 7.36635 5.67334 1.07620 -0.063 -0.467 0.188
H 7.66093 7.05013 2.09386 -0.561 0.228 0.181
H 2.02869 5.68759 2.60057 0.090 0.081 -0.210
H 3.30169 6.59377 3.14873 -0.367 0.341 0.167
C -2.73330 6.48400 1.28291 -0.982 -0.334 1.319
O -1.44430 6.64971 0.79525 0.596 0.099 -0.757
H -3.39235 7.31335 1.02613 -0.031 0.072 0.126
H -3.24291 5.55428 1.02988 0.185 -0.214 -0.776
H -2.65743 6.38309 2.36557 -0.045 0.463 0.176
H -1.51836 7.19375 0.00775 0.294 -0.099 -0.089
C -1.64166 0.10302 1.16971 -0.270 0.244 0.019
O -0.41479 -0.26185 0.56880 0.116 -0.329 0.441
H -2.51053 -0.39652 0.74119 -0.010 -0.038 -0.331
H -1.65944 -0.16873 2.22515 0.497 -0.135 -0.021
H -1.79235 1.18182 1.13014 -0.111 0.142 -0.103
H -0.44462 -0.13408 -0.38220 -0.199 0.121 -0.071
C -0.30250 -4.87973 3.38746 1.041 1.047 1.879
O 0.06958 -5.86325 2.48940 -0.636 -0.828 -1.141
H -1.32061 -4.94012 3.77207 -0.135 0.054 -0.357
H 0.36182 -5.00626 4.24231 -0.122 0.130 0.589
H -0.05675 -3.87121 3.05491 -0.395 -0.011 -0.556
H -0.64422 -6.50272 2.54577 0.280 -0.358 -0.434
C -6.40349 0.58076 3.01128 -0.010 -0.965 0.485
O -7.29939 1.48285 2.45573 -0.354 1.145 -0.867
H -6.28198 -0.30889 2.39333 0.041 -0.182 -0.089
H -5.40996 1.01382 3.12726 -0.243 0.300 0.074
H -6.82497 0.28118 3.97081 0.547 -0.295 0.369
H -8.12381 1.03107 2.26121 0.034 -0.006 0.021
C -4.79492 2.55027 -2.31912 -0.547 0.490 -1.050
O -4.37820 1.31505 -2.80272 0.896 -1.867 0.075
H -5.52909 2.46008 -1.51853 0.116 0.016 0.190
H -3.91169 3.11312 -2.01709 -0.201 0.149 0.146
H -5.27332 3.00096 -3.18866 -0.135 0.998 0.424
H -4.79835 1.08629 -3.63503 -0.083 0.197 0.206
C -3.26914 -1.24875 6.71900 -1.419 0.303 0.484
O -4.19982 -2.34619 6.54842 1.362 -0.526 -0.422
H -3.41685 -0.94749 7.75608 0.109 0.832 -0.119
H -2.19180 -1.38927 6.63138 -0.257 -1.278 -0.361
H -3.52855 -0.50180 5.96875 0.060 0.475 0.362
H -5.08850 -2.00553 6.67408 0.148 0.196 0.042


# 2
21
Properties=species:S:1:pos:R:3:forces:R:3 method="wB97M-V/def2-TZVPD" e_tot_ha=-514.67246 e_above_lowest_kj_mol=850.78 e_homo_ev=-8.90
O 1.18463 1.10860 -0.25995 -1.146 -1.730 0.394
C 2.00234 1.97705 -0.43602 0.114 1.883 0.140
C 3.30769 1.86782 0.07457 0.905 -0.358 -0.164
N 0.80988 -0.67764 2.70425 -0.260 -0.301 -0.203
H 1.69495 2.93191 -0.88330 0.240 -0.004 -0.434
H 3.52240 1.14929 0.85758 -0.019 -0.047 -0.086
H 4.11847 2.43446 -0.37052 -0.037 0.164 0.268
H 0.75787 -1.25738 1.87456 0.090 -0.051 0.015
H -0.04382 -0.13654 2.73178 0.052 0.181 0.018
H -2.65082 -0.75983 1.36050 0.000 0.122 -0.028
H -1.36979 -1.90573 0.40180 0.453 -0.090 0.195
O -1.85136 -0.56129 0.85496 -0.238 0.252 0.433
H -0.85400 -1.19308 -2.39372 -0.037 -0.017 0.066
H -2.03118 -0.33704 -1.97826 0.182 0.080 -0.020
O -1.81293 -1.15221 -2.45199 -0.093 -0.272 -0.240
H -1.29661 -3.23064 -0.40362 0.065 -0.005 -0.012
H 1.64548 -0.11828 2.71951 -0.016 0.170 -0.030
O -0.88127 -2.78926 0.34580 -0.100 -0.170 -0.243
H -1.80423 0.55716 -0.17522 0.044 -0.137 -0.091
H -0.57734 1.28992 -0.73921 0.004 -0.100 -0.150
O -1.51810 1.17947 -0.91559 -0.202 0.430 0.173


# 3
13
Properties=species:S:1:pos:R:3:forces:R:3 method="wB97M-V/def2-TZVPD" e_tot_ha=-228.50197 e_above_lowest_kj_mol=385.13 e_homo_ev=-9.37
C 0.67976 0.28087 -0.33703 1.521 -3.564 0.398
C -1.60259 -0.36848 -0.14745 0.037 0.051 -0.743
C -0.51925 0.51151 0.52041 -0.402 1.220 -1.569
N 1.99018 0.60536 0.06055 -1.315 -0.344 2.962
N 1.68432 -0.85751 0.19777 -0.047 2.930 -7.126
H 0.33545 0.11908 -1.37771 1.026 0.256 0.331
H -1.90403 0.18533 -1.01384 -0.105 0.141 -0.984
H -2.57627 -0.51883 0.32164 0.479 -0.190 0.735
H -1.15541 -1.33249 -0.53195 -0.592 0.884 0.749
H -0.40730 0.18949 1.52412 0.517 0.342 1.096
H -0.62950 1.64361 0.36657 -0.776 -1.463 0.887
H 2.67664 0.68249 -0.63067 0.813 -0.012 -1.544
H 1.42798 -1.14041 1.04759 -1.156 -0.250 4.808


# 4
11
Properties=species:S:1:pos:R:3:forces:R:3 method="wB97M-V/def2-TZVPD" e_tot_ha=-1640.51643 e_above_lowest_kj_mol=266.05 charge=-1 e_homo_ev=-4.56
Al 2.92036 -0.51552 0.87568 -0.989 0.106 -0.336
S -0.79527 -3.25811 0.11762 -3.013 -0.602 -1.849
O -0.66462 -1.84725 -0.20801 -0.234 3.508 -0.920
O 0.50073 -3.58731 0.56201 3.516 -1.946 1.943
O -1.87720 -3.20506 1.11715 0.125 -0.329 0.675
O -1.24349 -4.02652 -1.04033 0.209 -0.201 0.290
S 0.23761 3.33742 -0.31952 0.414 -0.063 -0.135
O 0.27706 2.80929 1.06092 0.026 -0.234 1.256
O 0.38066 4.76384 -0.41710 -0.696 0.893 0.241
O 1.35033 2.71275 -1.01740 0.797 -1.259 -0.780
O -1.08617 2.81647 -0.73103 -0.154 0.127 -0.384


# 5
8
Properties=species:S:1:pos:R:3:forces:R:3 method="wB97M-V/def2-TZVPD" e_tot_ha=-12946.82406 e_above_lowest_kj_mol=69.82 e_homo_ev=-9.95
C -0.49044 0.29782 0.50007 -3.293 -1.455 -0.879
C -2.30435 -0.13836 -0.10388 3.206 1.441 0.828
Br -0.13229 -1.02670 1.81678 0.371 0.078 0.092
Br -0.49803 2.06171 1.13111 0.196 0.254 0.091
Br -3.39500 0.05857 1.43720 -0.295 -0.127 -0.019
Br -2.68327 1.21172 -1.42520 -0.115 -0.266 -0.034
Br -2.28076 -1.89179 -0.82614 -0.031 -0.034 -0.036
H 0.13903 0.14921 -0.36829 -0.040 0.109 -0.044


# 6
20
Properties=species:S:1:pos:R:3:forces:R:3 method="wB97M-V/def2-TZVPD" e_tot_ha=-378.53703 e_above_lowest_kj_mol=265.74 e_homo_ev=-8.21
C 1.11849 -1.62453 -0.07524 -0.686 -0.939 -0.175
C 2.11378 0.27066 -1.07804 -0.513 0.276 -1.016
C -0.85349 0.49044 0.75129 2.872 0.214 0.313
C -1.41116 1.09274 2.01590 -0.145 1.241 0.415
H 2.10620 -1.71944 0.40798 -0.304 0.123 -0.069
H 0.33262 -1.94176 0.61972 0.233 0.251 0.052
H 1.02523 -2.35382 -0.89520 0.423 0.279 0.023
H 1.96335 1.22694 -1.66825 0.033 -1.033 0.823
H 2.91526 0.43713 -0.31466 -0.841 -0.217 -0.252
H 2.43507 -0.50508 -1.78514 0.348 0.382 0.015
H -0.55502 1.53651 2.60796 -1.132 -0.486 -0.680
H -2.19079 1.88924 1.76913 1.171 -0.762 0.215
H -1.97117 0.38662 2.65559 0.487 -0.040 -0.366
H -2.71694 0.15033 0.17961 0.444 -0.233 -0.187
H -1.07359 -0.57080 -1.85322 0.620 -1.310 -0.466
H -1.09958 0.94334 -1.71921 0.011 0.746 0.328
N 0.81926 -0.27917 -0.57659 2.159 0.462 0.529
N 0.46822 0.49421 0.57968 -3.207 0.291 0.405
N -1.76153 -0.06092 -0.11109 -1.108 0.458 0.129
N -1.66421 0.13735 -1.51022 -0.865 0.300 -0.038